Entry 1:
C3H5NO2 | ωB97M-V/def2-TZVPD

```
11
C3H5NO2 (ωB97M-V/def2-TZVPD)
O -0.02 1.84 0.34
O -1.85 0.56 -0.06
N 1.77 -0.34 -0.28
C -0.44 0.78 -0.02
C -2.43 -0.23 0.82
C 0.35 -0.41 -0.51
H -1.59 -0.63 1.46
H -0.07 -1.32 -0.07
H 2.17 0.44 -0.78
H 1.96 -0.18 0.70
H 0.15 -0.49 -1.59
```

As for the LUMO energy: 0.14 eV. For the HOMO energy, the calculation gives -9.16 eV. The total energy is -322.4281 Eh. The largest force on an atom is 0.69 eV/Å. Its spin multiplicity is 1. Its energy relative to the best compared isomer or geometry (same formula, charge and spin) is 3.980 eV.

Which charges does Mulliken predict for the atoms? In e, they are: -0.455 -0.160 -0.602 0.454 -0.212 -0.399 0.156 0.394 0.265 0.244 0.316



Entry 2:
C17H13ClIrN3O5S | ωB97M-V/def2-TZVPD

```
41
C17H13ClIrN3O5S (ωB97M-V/def2-TZVPD)
Ir -1.23 1.07 -0.85
Cl -5.90 -0.42 0.55
S 1.43 0.71 -1.95
O -3.13 0.22 -1.02
O -2.17 3.65 -1.27
O 2.40 1.75 -1.96
O 0.15 0.89 -2.66
O -4.15 2.17 -0.55
N 0.72 0.62 -0.41
N -2.21 2.73 -0.62
N -1.17 0.81 1.31
C 3.52 -0.94 -2.22
C -2.01 0.76 3.53
C -4.16 0.96 -0.87
C 2.13 -0.84 -2.24
C 4.08 -2.18 -2.47
C 3.27 -3.28 -2.72
C -2.19 0.88 2.16
C -5.51 0.31 -1.02
C 1.88 -3.16 -2.73
C 0.35 0.54 3.15
C 2.49 0.45 1.28
C -0.74 0.60 4.04
C 1.29 -1.93 -2.48
C 2.75 0.38 2.63
C 1.16 0.56 0.83
C 1.71 0.41 3.56
C 0.09 0.64 1.79
H 3.72 -4.24 -2.91
H 1.93 0.33 4.62
H -0.57 0.52 5.10
H -2.87 0.81 4.19
H 4.13 -0.06 -2.05
H -3.17 1.03 1.73
H 1.26 -4.02 -2.95
H -5.47 -0.46 -1.78
H -6.25 1.07 -1.26
H 3.30 0.46 0.55
H 0.22 -1.82 -2.50
H 3.78 0.31 2.97
H 5.16 -2.28 -2.49
```

As for the LUMO energy (alpha / beta): -10.72 / -10.74 eV. For the HOMO energy (alpha / beta), the calculation gives -15.11 / -15.10 eV. The charge is +2. The total energy is -2158.0312 Eh. The largest force on an atom is 6.52 eV/Å. Its spin multiplicity is 1. Its energy relative to the best compared isomer or geometry (same formula, charge and spin) is 2.118 eV.

Which charges does Mulliken predict for the atoms? In e, they are: 1.308 -0.116 1.380 -0.626 -0.064 -0.586 -0.762 -0.469 -0.263 0.154 -0.338 -0.240 -0.925 0.771 0.549 -0.749 -0.395 0.186 -0.447 -0.719 0.834 -0.516 -0.476 -0.385 -1.022 0.968 -0.656 0.137 0.423 0.462 0.492 0.444 0.523 0.315 0.430 0.318 0.335 0.441 0.413 0.440 0.434



Entry 3:
C32H94O21 | ωB97M-V/def2-TZVPD

```
147
C32H94O21 (ωB97M-V/def2-TZVPD)
O -3.88 3.71 2.97
O -2.09 -2.77 -0.59
O -2.55 2.93 -1.91
O 1.10 3.89 3.52
O -1.49 1.69 6.64
O -2.51 1.50 0.47
O -5.42 2.02 1.43
O 6.42 1.59 -0.99
O 3.02 4.55 -4.92
O 4.71 -0.34 -0.50
O -0.17 -0.46 5.18
O -3.54 -2.55 1.71
O -4.92 -0.59 -4.05
O 1.74 -3.68 2.68
O -2.23 -2.03 5.04
O 3.66 -2.24 1.25
O 2.46 -3.93 5.34
O -1.11 3.10 2.08
O -0.96 -0.37 -1.02
O 1.37 -1.75 -6.10
O -4.99 -3.46 -3.81
C -1.09 -3.77 -0.42
C 0.42 -0.14 -0.99
C -4.42 -1.15 -2.91
C 5.07 2.24 -2.95
C 0.69 1.28 -1.67
C -2.91 1.97 -4.18
C 4.62 -3.30 1.21
C -1.76 -5.08 -0.01
C -3.51 2.57 -2.93
C 5.71 2.67 -1.59
C -1.44 1.69 5.19
C -4.99 1.30 0.32
C -0.13 0.95 4.76
C 2.90 2.41 2.58
C -0.69 -1.26 -5.02
C -4.00 -2.59 -3.27
C 5.07 -1.12 -1.67
C -3.30 -2.04 4.09
C 3.81 -1.69 -2.24
C 0.79 -0.14 0.53
C 1.21 -2.72 3.64
C -3.62 0.61 0.57
C 0.74 -3.11 -4.13
C 1.70 4.30 -4.88
C -2.62 -2.43 2.73
C 1.22 4.24 -3.39
C 2.30 3.81 2.69
C -1.61 4.39 2.18
C 1.21 -3.35 5.04
C 0.74 -1.73 -4.86
C -3.21 4.50 2.07
C 4.88 -3.62 2.66
H -3.44 4.19 1.05
H 5.65 -0.56 -2.40
H 5.57 -3.06 0.73
H 0.94 -2.61 5.79
H 3.14 5.44 -4.59
H -3.55 -3.03 -2.37
H -4.93 1.86 -0.61
H 1.76 1.44 -1.76
H 0.48 0.74 1.10
H 5.11 -2.70 3.19
H 1.62 -3.71 -4.36
H 3.68 2.27 1.83
H 2.90 -2.64 1.67
H -2.26 1.11 4.76
H 0.60 -3.00 -3.06
H -3.70 0.08 1.52
H 1.21 -4.47 2.80
H -5.88 1.38 1.97
H -0.19 3.08 2.36
H -1.58 2.68 4.77
H 3.96 -2.28 -3.14
H -1.20 5.06 1.42
H 0.78 1.33 5.24
H 3.00 -3.30 5.81
H -1.83 -1.72 2.47
H -4.18 3.38 -3.22
H -3.52 -0.65 -2.53
H -5.15 -1.16 -2.11
H 1.35 5.20 -2.87
H -2.41 2.13 1.18
H 4.31 1.47 -2.78
H -0.08 -3.71 -4.52
H 3.11 -0.93 -2.59
H -2.60 2.31 -1.17
H -0.07 1.02 3.67
H -1.63 -1.97 -0.84
H 1.72 -1.76 3.62
H 4.14 -4.16 0.74
H -4.18 1.83 -2.49
H -3.53 5.54 2.21
H 1.85 -0.19 0.79
H -3.42 -0.22 -0.10
H 1.98 4.10 1.68
H 4.10 -4.27 3.07
H -5.66 -3.52 -3.13
H -3.73 -1.04 4.02
H -4.05 -2.76 4.41
H -3.06 -2.71 0.89
H -1.06 -5.91 0.07
H 0.35 2.11 -1.05
H 5.72 -1.95 -1.40
H 1.79 3.52 -2.81
H 0.17 -2.59 3.35
H -2.46 -5.28 -0.82
H 1.08 4.67 4.08
H -0.57 -0.18 -5.17
H 2.09 1.72 2.35
H -2.37 2.05 6.80
H -1.62 -1.30 4.91
H 1.31 -1.01 -4.27
H 1.19 5.15 -5.33
H -1.14 -1.36 -4.04
H 4.88 2.83 -0.89
H 4.55 3.04 -3.47
H -2.01 2.50 -4.47
H 0.26 1.35 -2.67
H -0.46 -3.93 -1.30
H 5.80 0.87 -0.83
H -3.61 1.97 -5.02
H 3.03 4.55 3.00
H 0.21 -0.90 1.05
H 5.76 -4.26 2.68
H 0.96 -0.94 -1.49
H 3.36 -2.40 -1.55
H 0.46 -4.13 5.15
H 2.26 -2.02 -5.88
H -1.15 -1.83 -5.83
H 3.31 2.13 3.55
H -5.79 -0.96 -4.24
H -2.30 -4.92 0.92
H 6.34 3.56 -1.50
H -0.37 -0.52 6.12
H 0.18 3.93 -3.33
H -2.58 0.95 -3.96
H -5.70 0.49 0.18
H 1.43 3.40 -5.44
H -3.16 -2.62 -3.96
H -0.46 -3.41 0.39
H -1.23 0.35 -0.45
H -2.24 -3.45 2.72
H -4.33 3.02 2.47
H -1.40 4.81 3.16
H 4.26 -0.85 0.17
H 5.77 1.74 -3.63
```

As for the LUMO energy: 0.24 eV. For the HOMO energy, the calculation gives -9.24 eV. The total energy is -2855.4234 Eh. The largest force on an atom is 3.33 eV/Å. Its spin multiplicity is 1.

These are the Mulliken partial charges, in e, on atoms 1 to 99: -0.638 0.340 -0.341 -0.426 -0.595 0.474 -0.565 -0.617 -0.517 -0.552 -0.540 -0.686 -0.489 -0.774 -0.559 -0.161 -0.514 0.187 1.672 -0.647 -0.608 0.647 0.926 0.391 -0.458 -1.667 -0.571 -0.266 -1.474 0.389 0.033 -0.224 -1.195 0.496 -0.420 -1.071 0.033 -0.521 -0.544 -0.324 0.145 1.157 1.323 -0.989 -0.497 0.713 -0.414 -0.446 -0.250 -0.817 1.129 -0.638 -1.208 0.178 0.456 0.375 0.256 0.316 -0.042 0.136 0.160 -0.757 0.257 0.477 0.327 -0.014 0.018 -0.126 -0.276 0.327 0.366 -0.437 0.463 0.545 0.421 0.324 0.331 -0.521 0.329 -0.555 0.402 0.469 -0.780 -0.240 0.358 -0.278 0.132 -0.587 -0.224 0.256 0.286 -0.277 0.384 0.506 -0.375 0.188 0.252 0.373 0.177



Entry 4:
C6H13NO3 | ωB97M-V/def2-TZVPD

```
23
C6H13NO3 (ωB97M-V/def2-TZVPD)
O 2.56 0.94 0.01
O 1.61 2.69 2.25
O -2.83 0.72 -0.11
N 0.22 1.17 -0.42
C 1.40 0.57 0.06
C -1.80 -0.05 0.46
C 0.69 -0.74 0.36
C -0.53 -0.11 -0.39
C -0.81 -0.67 -1.78
C 1.32 -2.02 -0.14
H 0.47 -0.82 1.44
H -1.57 -0.06 -2.28
H 0.63 -2.86 -0.03
H -1.18 -1.70 -1.71
H 1.20 2.24 3.00
H 0.87 2.78 1.58
H 2.23 -2.24 0.44
H -2.19 -1.07 0.58
H -2.60 1.65 -0.07
H 0.12 1.91 -1.11
H 0.10 -0.67 -2.40
H 1.61 -1.95 -1.20
H -1.54 0.32 1.46
```

As for the LUMO energy: 0.44 eV. For the HOMO energy, the calculation gives -9.82 eV. Its SMILES is C[C@H]1C(=O)N[C@]1(C)CO.O. The total energy is -516.8839 Eh. The largest force on an atom is 1.83 eV/Å. Its spin multiplicity is 1. Its energy relative to the best compared isomer or geometry (same formula, charge and spin) is 1.502 eV.

Which charges does Mulliken predict for the atoms? In e, they are: -0.594 -0.636 -0.522 -0.075 0.072 -0.871 0.391 1.104 -1.756 -1.497 0.291 0.380 0.364 0.328 0.304 0.312 0.407 0.321 0.323 0.231 0.431 0.318 0.374



Entry 5:
C5H12N2O | ωB97M-V/def2-TZVPD

```
20
C5H12N2O (ωB97M-V/def2-TZVPD)
O 2.61 0.23 -1.78
N -3.33 -0.97 0.13
N 1.81 1.58 0.32
C 2.02 -0.47 -0.76
C -0.96 -0.88 0.62
C 0.24 -0.09 1.08
C 1.07 0.45 -0.04
C -2.15 -0.29 0.56
H 0.50 0.77 -1.11
H -3.77 -1.67 0.69
H -3.85 -0.63 -0.65
H 0.07 1.00 -1.77
H 2.84 -0.88 -0.13
H 1.34 2.48 0.35
H -0.13 0.72 1.70
H -2.39 0.78 0.55
H 0.95 -0.70 1.64
H 2.56 1.73 -0.37
H -0.90 -1.81 0.07
H 1.48 -1.36 -1.13
```

As for the LUMO energy: -1.35 eV. For the HOMO energy, the calculation gives -7.68 eV. The total energy is -382.2268 Eh. The largest force on an atom is 5.72 eV/Å. Its spin multiplicity is 1. Its energy relative to the best compared isomer or geometry (same formula, charge and spin) is 7.504 eV.

Which charges does Mulliken predict for the atoms? In e, they are: -0.772 -0.458 -0.516 -0.769 -0.420 -0.536 0.975 -0.176 -0.667 0.182 0.181 0.361 0.358 0.250 0.364 0.314 0.306 0.355 0.354 0.316



Entry 6:
C40H48AsCaClINO7P2S | ωB97M-V/def2-TZVPD

```
103
C40H48AsCaClINO7P2S (ωB97M-V/def2-TZVPD)
I 5.49 -0.64 -0.21
As -0.89 -1.27 -2.68
Ca 0.28 -0.94 -0.14
Cl 4.81 3.97 -3.46
S 0.26 -3.55 -0.83
P -0.59 1.47 1.44
P 0.93 -0.77 2.69
O 0.44 -0.69 4.19
O -1.41 1.60 2.78
O -0.03 -1.60 1.93
O 2.28 -0.41 -0.42
O 2.41 -1.20 2.71
O -0.47 2.89 0.83
O -1.21 0.52 0.47
N 0.71 1.43 -1.58
C 4.12 -2.45 3.82
C -1.88 1.13 -6.65
C -2.95 -3.37 -2.44
C -2.91 0.78 4.44
C 0.57 -3.69 -2.56
C 0.41 3.38 -2.93
C -0.33 4.21 1.44
C 4.24 0.71 -1.18
C 2.64 2.62 -2.47
C 2.95 -3.36 1.76
C -0.07 2.30 -2.17
C 0.04 -2.77 -3.48
C -0.41 0.56 -4.83
C -3.58 -1.17 -1.69
C 1.05 0.93 2.04
C 1.76 3.54 -3.07
C -1.37 -0.29 -4.29
C 2.87 0.55 -1.08
C -2.85 0.28 -6.11
C 0.67 4.23 2.57
C -2.63 -2.03 -2.25
C -5.16 -2.98 -1.54
C -1.70 4.73 1.84
C -3.79 1.56 2.20
C 2.83 -2.58 3.05
C 4.83 1.77 -1.92
C 0.57 1.21 5.70
C -4.21 -3.84 -2.08
C -2.68 0.86 2.96
C -2.60 -0.42 -4.94
C 1.25 -0.07 5.25
C 0.24 -2.92 -4.85
C 0.96 -3.99 -5.34
C -4.84 -1.64 -1.34
C 4.05 2.69 -2.55
C -0.65 1.27 -6.00
C 1.31 -4.77 -3.08
C 1.39 -1.08 6.36
C 2.07 1.56 -1.73
C 1.50 -4.91 -4.45
H -0.18 -2.20 -5.54
H -3.56 1.64 1.14
H 0.39 -1.40 6.69
H -4.71 0.98 2.30
H 3.66 -2.86 1.09
H -2.40 4.62 1.01
H 2.23 0.16 4.84
H 2.16 4.36 -3.65
H 0.32 3.63 3.41
H 0.19 1.78 4.85
H 1.27 1.83 6.26
H -2.18 0.13 4.92
H 4.45 -3.44 4.15
H 1.11 -4.11 -6.41
H 0.06 4.81 0.62
H 2.06 -3.03 3.68
H 4.89 -2.02 3.17
H 1.39 1.59 2.83
H 2.08 -5.75 -4.82
H 0.11 1.92 -6.41
H -3.35 -1.08 -4.54
H -1.14 2.14 -2.04
H -2.08 4.18 2.70
H -3.96 2.56 2.61
H 1.65 3.88 2.25
H -2.21 -4.04 -2.85
H 0.78 5.26 2.93
H 1.92 -0.64 7.20
H -5.57 -0.96 -0.91
H 1.94 -1.96 6.03
H -0.29 0.99 6.35
H 3.32 -4.36 1.99
H 5.91 1.84 -1.98
H 1.78 0.93 1.22
H -2.08 1.67 -7.56
H 1.72 -5.49 -2.39
H -2.53 -0.14 2.55
H 4.00 -1.82 4.70
H -3.91 0.39 4.64
H -3.80 0.16 -6.62
H -3.33 -0.13 -1.52
H 0.56 0.66 -4.35
H 2.00 -3.45 1.23
H -4.45 -4.88 -2.23
H -2.84 1.78 4.89
H -0.29 4.06 -3.40
H -1.62 5.79 2.09
H -6.14 -3.35 -1.26
```

As for the LUMO energy: 0.21 eV. For the HOMO energy, the calculation gives -6.50 eV. The total energy is -6887.0003 Eh. The largest force on an atom is 2.22 eV/Å. Its spin multiplicity is 1. Its energy relative to the best compared isomer or geometry (same formula, charge and spin) is 0.952 eV.

These are the Mulliken partial charges, in e, on atoms 1 to 99: -0.009 0.651 1.565 -0.287 -0.505 -0.532 -0.277 -0.127 0.528 -1.114 0.126 0.027 -0.031 -0.306 1.424 -1.540 -0.589 -0.356 -1.196 0.684 -1.403 0.546 -0.138 0.048 -0.880 -0.397 -0.181 -0.106 0.296 -0.352 -1.263 -0.394 -0.542 -0.633 -1.189 0.208 -0.514 -1.201 -1.400 0.676 -0.444 -1.297 -0.759 0.806 -0.506 0.858 -0.452 -0.792 -0.812 0.533 -0.662 -0.711 -1.639 0.054 -0.584 0.352 0.191 0.355 0.514 -0.013 0.326 0.356 0.436 0.146 0.238 0.360 0.069 0.417 0.400 0.465 0.400 0.271 1.133 0.351 0.443 0.442 0.293 0.048 0.280 0.314 0.414 0.548 0.387 0.428 0.356 0.374 0.525 0.422 -0.176 0.387 0.444 0.121 0.354 0.469 0.411 0.350 0.459 0.058 0.400



Entry 7:
C19H17AuF10N5S | ωB97M-V/def2-TZVPD

```
53
C19H17AuF10N5S (ωB97M-V/def2-TZVPD)
Au 0.02 -0.30 -0.03
S 0.05 -2.16 -1.35
F 5.22 -1.19 -3.45
F -3.92 -4.43 -0.24
F -2.43 -2.61 1.04
F -3.46 0.55 -2.35
F 3.55 0.59 -2.39
F 5.53 -3.65 -2.33
F 4.17 -4.27 -0.05
F -5.27 -3.77 -2.52
F 2.58 -2.44 1.12
F -5.04 -1.25 -3.52
N -0.17 -3.63 0.90
N -2.03 -0.10 0.10
N -0.02 1.77 0.10
N -0.04 -4.75 -1.08
N 2.09 -0.01 0.05
C 3.71 -0.58 -1.75
C -0.06 -3.60 -0.42
C -4.52 -2.86 -1.90
C -2.40 1.32 0.22
C -0.13 -6.06 -0.46
C -0.07 2.40 -1.24
C -1.26 2.04 0.88
C -3.83 -3.20 -0.74
C -3.05 -2.25 -0.10
C 4.57 -1.50 -2.33
C 4.72 -2.75 -1.77
C 3.20 -2.12 -0.04
C -3.60 -0.65 -1.75
C 1.25 2.11 0.81
C 4.02 -3.06 -0.61
C -4.40 -1.58 -2.40
C -2.90 -0.95 -0.59
C 2.39 1.43 0.10
C 3.00 -0.86 -0.59
H -0.25 -4.48 1.43
H -3.28 1.39 0.87
H -2.68 1.80 -0.72
H 2.58 1.88 -0.87
H -0.97 2.10 -1.76
H -0.20 -2.75 1.39
H -0.07 -6.81 -1.25
H 3.30 1.57 0.69
H -1.09 1.68 1.89
H -0.07 3.49 -1.11
H -1.46 3.12 0.92
H 0.71 -6.23 0.22
H 0.80 2.11 -1.82
H 0.04 -4.69 -2.09
H -1.08 -6.19 0.06
H 1.40 3.19 0.83
H 1.15 1.75 1.84
```

As for the LUMO energy (alpha / beta): -4.47 / -4.47 eV. For the HOMO energy (alpha / beta), the calculation gives -10.81 / -10.81 eV. The charge is +1. The total energy is -2540.2187 Eh. The largest force on an atom is 1.80 eV/Å. Its spin multiplicity is 1. Its energy relative to the best compared isomer or geometry (same formula, charge and spin) is 0.000 eV.

Which charges does Mulliken predict for the atoms? In e, they are: 0.682 -0.766 -0.280 -0.340 -0.456 -0.311 -0.316 -0.285 -0.316 -0.285 -0.453 -0.277 -0.313 0.059 0.039 -0.275 0.044 0.705 1.220 0.678 -0.564 -1.202 -0.841 -0.902 0.406 0.557 0.051 0.664 0.401 0.791 -0.873 0.441 0.042 -1.024 -0.599 -0.850 0.241 0.477 0.407 0.410 0.247 0.139 0.373 0.494 0.325 0.328 0.380 0.373 0.256 0.242 0.367 0.386 0.305



Entry 8:
C22H19MoN7O2 | ωB97M-V/def2-TZVPD

```
51
C22H19MoN7O2 (ωB97M-V/def2-TZVPD)
Mo -0.78 0.35 -0.19
O -0.90 -2.46 1.07
O -3.09 2.36 -0.50
N -0.39 1.09 1.76
N -0.35 0.88 -2.21
N -1.40 -1.44 0.34
N 1.92 0.06 -2.40
N 1.20 -0.09 -0.12
N 1.44 -0.45 2.24
N -2.56 1.32 -0.17
C 0.01 1.97 -4.78
C 0.85 0.78 -2.86
C -1.18 2.08 2.26
C 5.13 -2.48 -0.68
C -3.02 0.04 -0.33
C 2.05 -0.35 -1.20
C 0.53 0.84 3.96
C 0.50 0.50 2.60
C 3.88 -2.13 1.38
C 4.96 -2.68 0.69
C -1.24 1.99 -4.16
C 1.80 -0.62 1.02
C -0.29 1.82 4.46
C 3.15 -1.19 -0.73
C 1.05 1.35 -4.13
C 2.98 -1.39 0.63
C -4.07 -0.35 -1.31
C -2.53 -0.87 0.74
C -1.16 2.47 3.57
C -3.15 -1.15 2.06
C -1.37 1.46 -2.91
C 4.23 -1.72 -1.42
H -0.11 -2.77 0.61
H -1.82 2.60 1.57
H -0.26 2.09 5.50
H -4.27 0.46 -2.02
H -2.33 1.51 -2.43
H 4.37 -1.55 -2.48
H -3.92 -0.42 2.28
H 0.16 2.41 -5.76
H -5.01 -0.57 -0.79
H -2.11 2.43 -4.64
H 3.76 -2.26 2.44
H 5.69 -3.27 1.23
H -2.40 -1.17 2.86
H 2.03 1.25 -4.56
H -3.61 -2.14 2.01
H -3.78 -1.25 -1.86
H 1.24 0.31 4.58
H 5.99 -2.91 -1.17
H -1.81 3.27 3.89
```

As for the LUMO energy: -8.10 eV. For the HOMO energy, the calculation gives -14.57 eV. The charge is +2. The total energy is -1451.0856 Eh. The largest force on an atom is 0.44 eV/Å. Its spin multiplicity is 1. Its energy relative to the best compared isomer or geometry (same formula, charge and spin) is 0.132 eV.

Which charges does Mulliken predict for the atoms? In e, they are: 0.434 -0.398 -0.539 0.209 0.010 0.201 -0.457 0.000 -0.364 0.427 -0.320 0.353 -0.333 -0.641 0.921 0.300 -0.521 0.478 -0.410 -0.617 -1.112 -0.293 -0.369 0.210 -0.545 0.374 -1.629 0.713 -0.817 -1.374 -0.303 -0.227 0.404 0.530 0.473 0.427 0.442 0.553 0.385 0.458 0.383 0.463 0.559 0.443 0.391 0.509 0.384 0.398 0.531 0.429 0.484